151
Properties=species:S:1:pos:R:3:forces:R:3:lowdin_charge:R:1 method="wB97M-V/def2-TZVPD" homo_ev=-10.20 de_lowest_kj_mol=247.2 homo_lumo_gap_ev=4.90 e_tot_ha=-12910.9481 total_charge=+1 molar_mass_da=1672.70
W 0.820183 1.895270 0.357090 1.547 1.284 1.878 0.721
C 6.168983 -0.520530 3.042490 -0.041 0.036 -0.034 -0.031
C 4.773583 -0.876230 3.450890 -0.036 -0.107 0.087 -0.293
C 4.080883 -1.874830 2.780290 -0.064 0.083 0.062 -0.009
C 2.766883 -2.176830 3.103190 -0.048 0.123 0.064 -0.242
C 2.070183 -3.348030 2.485590 0.043 0.037 -0.033 -0.036
C 2.108683 -1.409730 4.066890 0.368 -0.022 -0.058 -0.187
C 2.797583 -0.424730 4.779290 -0.077 -0.067 -0.107 -0.267
C 2.088383 0.394470 5.814090 0.027 0.038 0.062 -0.015
C 4.130883 -0.189830 4.473990 0.002 -0.175 -0.044 -0.092
C 0.731883 -1.787730 4.444090 -0.004 -0.099 0.297 -0.219
C 0.599683 -2.548530 5.602990 -0.060 0.055 -0.112 -0.015
C -0.638717 -2.993830 6.018190 -0.013 -0.014 0.044 -0.031
C -1.757617 -2.679030 5.274990 0.009 0.027 -0.072 -0.007
C -1.665317 -1.926030 4.102890 0.086 -0.045 0.209 -0.222
C -0.406517 -1.488730 3.700390 0.150 1.025 -1.085 -0.166
Ge -0.316517 -0.274930 2.036990 -1.096 -2.341 0.499 0.218
S -0.533017 1.883570 2.393390 0.749 -0.241 -1.378 0.293
S 1.352483 -0.691030 0.391190 -1.282 0.891 0.520 0.218
Ge -0.438317 -0.617730 -1.151710 -0.840 -1.539 -0.325 0.221
S 0.350183 1.170470 -2.088010 -0.030 -0.310 1.190 0.348
S -1.993817 -0.695030 0.528790 1.084 -0.118 -0.185 0.412
C -0.868517 -1.986830 -2.577810 0.323 0.767 0.875 -0.198
C 0.092583 -2.889030 -3.012110 -0.135 -0.020 -0.062 -0.230
C -0.230517 -3.769830 -4.038510 0.070 0.021 0.120 -0.013
C -1.474617 -3.723730 -4.637910 -0.057 -0.013 -0.034 -0.035
C -2.419217 -2.815930 -4.195810 -0.002 0.087 0.032 -0.011
C -2.135717 -1.943830 -3.150510 0.102 -0.134 -0.078 -0.228
C -3.222517 -1.097230 -2.607710 -0.326 0.086 0.008 -0.176
C -4.052917 -1.661130 -1.633210 0.011 0.139 -0.146 -0.257
C -3.840617 -3.066730 -1.170310 0.012 0.018 0.011 -0.025
C -5.125817 -0.927930 -1.154410 0.072 0.079 -0.085 -0.002
C -5.422917 0.332470 -1.650410 0.080 -0.049 -0.055 -0.255
C -6.595517 1.097470 -1.118110 0.045 0.025 0.026 -0.035
C -4.614617 0.856870 -2.651610 -0.032 -0.105 0.027 -0.017
C -3.518517 0.159370 -3.142310 -0.019 -0.035 0.078 -0.218
C -2.691317 0.717270 -4.260710 0.016 -0.009 0.021 -0.022
C 1.440183 -2.938230 -2.405710 0.341 -0.161 0.018 -0.170
C 1.684483 -3.769430 -1.310310 -0.036 0.165 -0.168 -0.225
C 0.563583 -4.536730 -0.676610 -0.004 -0.008 0.002 -0.013
C 2.986883 -3.898730 -0.850410 0.047 0.060 -0.031 -0.020
C 4.029683 -3.169230 -1.400410 -0.058 -0.010 -0.022 -0.257
C 5.416983 -3.268230 -0.850210 0.045 0.018 0.007 -0.040
C 3.764483 -2.340230 -2.483210 -0.087 -0.019 0.048 0.002
C 2.490683 -2.249330 -3.021810 -0.052 0.052 0.065 -0.204
C 2.235183 -1.468230 -4.276510 -0.010 -0.006 -0.002 -0.026
C -2.959017 -1.708830 3.409490 -0.422 0.065 -0.082 -0.203
C -3.788617 -0.646430 3.767990 0.133 -0.107 -0.126 -0.215
C -3.299017 0.453670 4.658790 0.052 0.003 0.011 -0.024
C -5.115917 -0.655130 3.355590 -0.003 -0.106 -0.100 0.006
C -5.647417 -1.717730 2.643190 0.079 0.100 0.061 -0.260
C -7.109217 -1.794230 2.326390 0.021 0.015 -0.040 -0.035
C -4.793317 -2.742630 2.253190 0.054 0.053 0.081 -0.022
C -3.456217 -2.745630 2.607490 -0.006 0.008 0.053 -0.252
C -2.541917 -3.852430 2.179790 -0.048 0.014 0.065 -0.028
H 6.712283 -1.400230 2.703690 0.091 -0.003 -0.015 0.083
H 6.713883 -0.053830 3.858990 0.090 0.013 0.036 0.084
H 6.130283 0.191570 2.214890 0.094 0.046 -0.062 0.079
H 4.574183 -2.434530 1.997990 0.093 -0.109 -0.080 0.111
H 2.719283 -3.821030 1.758390 -0.032 -0.076 -0.043 0.055
H 1.141283 -3.049630 1.993590 -0.002 -0.142 -0.034 0.046
H 1.814583 -4.071930 3.259090 -0.087 -0.109 -0.005 0.103
H 1.709583 -0.235330 6.618490 -0.031 0.051 0.077 0.084
H 1.228883 0.908270 5.374590 -0.007 0.031 0.007 0.086
H 2.755683 1.140470 6.240390 -0.007 0.037 0.028 0.085
H 4.668383 0.570270 5.021390 0.070 0.079 0.078 0.109
H 1.489483 -2.787430 6.166490 0.092 -0.042 0.056 0.133
H -0.729717 -3.590030 6.913590 -0.026 -0.029 0.095 0.115
H -2.735117 -3.015330 5.590390 -0.085 -0.046 0.004 0.134
H 0.508983 -4.492030 -4.349210 0.090 -0.095 -0.108 0.130
H -1.717017 -4.404030 -5.439710 -0.011 -0.076 -0.084 0.112
H -3.402617 -2.779430 -4.639910 -0.122 -0.045 -0.081 0.131
H -2.782317 -3.312230 -1.121010 0.036 -0.127 0.075 0.069
H -4.315917 -3.756330 -1.868310 0.018 -0.137 -0.024 0.103
H -4.284117 -3.200330 -0.191210 -0.030 -0.097 0.075 0.046
H -5.753517 -1.364830 -0.393310 -0.127 -0.063 0.145 0.102
H -7.378817 0.417570 -0.792310 -0.102 -0.001 0.043 0.077
H -7.004817 1.766870 -1.870510 -0.050 0.066 -0.029 0.081
H -6.294817 1.696870 -0.258010 -0.031 0.069 0.068 0.082
H -4.862217 1.818070 -3.080410 0.000 0.142 -0.052 0.122
H -3.121117 1.642970 -4.633810 0.031 0.075 -0.047 0.085
H -2.628617 0.001970 -5.078710 0.018 0.002 -0.124 0.087
H -1.672017 0.913070 -3.926610 0.061 0.084 -0.066 0.030
H -0.332617 -3.917030 -0.600810 -0.058 -0.090 0.068 0.066
H 0.841883 -4.878730 0.316590 -0.011 -0.062 0.078 0.074
H 0.311283 -5.408630 -1.280310 -0.112 -0.061 -0.009 0.099
H 3.196583 -4.607230 -0.062510 0.028 -0.036 0.118 0.111
H 5.497383 -4.084030 -0.138010 0.064 -0.077 0.098 0.080
H 5.683483 -2.339830 -0.346010 0.089 0.071 0.086 0.077
H 6.143483 -3.428730 -1.643210 0.088 -0.025 -0.052 0.086
H 4.574883 -1.787030 -2.937410 0.113 0.065 -0.088 0.119
H 3.168583 -1.089630 -4.686210 0.010 0.060 -0.061 0.070
H 1.548783 -0.637430 -4.094610 0.031 0.046 -0.061 0.057
H 1.769783 -2.110530 -5.023010 -0.009 0.046 -0.106 0.089
H -2.228117 0.616570 4.535990 -0.013 0.089 0.116 0.047
H -3.483417 0.197270 5.702690 0.075 0.046 0.095 0.097
H -3.828917 1.378270 4.444490 0.010 0.118 0.012 0.084
H -5.755517 0.162470 3.653690 -0.135 0.116 0.041 0.120
H -7.666517 -1.037730 2.871290 -0.090 0.048 0.012 0.080
H -7.495217 -2.775230 2.596890 -0.103 -0.036 0.005 0.087
H -7.291217 -1.653830 1.261490 -0.064 0.020 -0.087 0.066
H -5.199217 -3.580230 1.702790 -0.017 -0.109 -0.077 0.121
H -3.035117 -4.506930 1.467290 0.004 -0.103 -0.063 0.081
H -2.222617 -4.441430 3.037890 0.078 -0.120 0.029 0.091
H -1.649417 -3.431030 1.713590 0.065 -0.104 -0.064 0.055
S 2.602883 1.197770 2.143490 -0.400 -0.208 -0.311 -0.093
S 3.693083 2.668570 3.094790 -0.229 0.383 -0.547 0.092
S 2.193283 4.040370 3.427990 -0.348 -0.324 -0.255 0.060
S 1.499083 4.168970 1.510890 0.258 -0.664 0.030 0.189
C 2.080183 3.772170 -3.322410 -0.034 0.131 0.078 -0.078
C 1.907283 5.081570 -2.557510 0.100 -0.199 0.073 -0.350
C 2.852483 5.198670 -1.367510 -0.234 -0.108 -0.071 -0.094
C 0.454683 5.260670 -2.157610 0.366 -0.139 0.088 -0.116
C -0.201417 6.325770 -2.764810 -0.182 0.037 0.063 -0.025
C -1.531417 6.604770 -2.539010 -0.054 -0.065 0.040 -0.056
C -2.236817 5.780770 -1.691710 0.210 0.058 -0.117 -0.028
C -1.638917 4.699370 -1.057810 -0.109 -0.356 0.224 -0.119
C -2.533317 3.943770 -0.098210 0.261 -0.312 0.193 -0.343
C -2.231617 4.406270 1.329290 0.066 0.053 -0.011 -0.083
C -2.471617 2.431170 -0.275510 0.345 0.340 0.001 -0.123
C -0.268817 4.435170 -1.267710 -0.448 0.647 -0.664 -0.181
O 0.328783 3.369270 -0.600910 -0.572 1.578 -0.147 -0.579
H 3.081583 3.682470 -3.736810 0.084 0.022 0.006 0.077
H 1.362083 3.717070 -4.137710 -0.063 -0.059 -0.121 0.095
H 1.894983 2.923870 -2.662610 0.177 0.083 -0.165 -0.052
H 2.152983 5.895170 -3.248310 -0.155 -0.056 0.071 0.133
H 2.623583 4.431470 -0.626810 0.269 0.239 -0.172 -0.067
H 2.731083 6.166870 -0.885110 0.042 0.062 0.087 0.093
H 3.889583 5.094170 -1.678110 0.120 -0.034 -0.042 0.060
H 0.349083 6.965870 -3.437710 0.179 -0.038 -0.049 0.117
H -2.013217 7.442570 -3.018210 -0.016 0.083 -0.058 0.111
H -3.281117 5.976070 -1.503510 -0.134 -0.034 0.064 0.118
H -3.566817 4.230770 -0.315410 0.082 0.053 -0.082 0.136
H -1.174917 4.270270 1.574390 -0.183 0.080 0.006 -0.019
H -2.838017 3.864470 2.052390 -0.046 -0.069 0.097 0.074
H -2.445017 5.468870 1.428990 -0.030 0.092 0.006 0.092
H -1.420317 2.079870 -0.126910 -1.286 -0.051 -0.210 -0.065
H -2.790117 2.146470 -1.279710 0.192 -0.093 0.019 0.080
H -3.105817 1.922070 0.450590 0.152 -0.043 0.041 0.068
Br 6.462983 3.647970 -0.693210 0.203 0.089 -0.054 0.754
C 5.974583 2.752470 -2.285910 -0.385 -0.025 0.352 -0.725
C 6.789283 2.852570 -3.402810 -0.001 -0.001 0.095 -0.115
C 6.434383 2.199170 -4.569710 0.042 -0.040 0.055 -0.061
C 5.276783 1.439370 -4.617910 0.007 -0.034 -0.043 -0.067
C 4.461783 1.338770 -3.502310 -0.030 -0.014 0.102 -0.155
C 4.807283 2.000170 -2.336910 -0.651 0.111 0.478 -0.552
I 3.596983 1.733070 -0.499210 1.816 -0.062 -1.053 1.084
H 7.696883 3.431270 -3.342010 0.085 0.078 -0.016 0.106
H 7.077383 2.271670 -5.434010 0.016 0.018 -0.070 0.114
H 5.014383 0.920170 -5.526810 -0.082 -0.050 -0.085 0.110
H 3.556183 0.757070 -3.539110 -0.152 -0.073 0.000 0.073